Record 1
Molecular formula: C21H21N10O2RhS
Method: DFT, the ωB97M-V functional and the def2-TZVPD basis

Values from the calculation:
* energy relative to the best compared isomer or geometry (same formula, charge and spin): 67.9 kJ/mol
* Kohn-Sham gap: 7.643 eV
* charge: 0
* HOMO: -7.484 eV

CARTESIAN COORDINATES (ANGSTROEM)
Rh (1.725, -1.095, -0.635)
N (0.297, -4.841, -1.780)
C (0.841, -3.624, -1.651)
O (0.995, -3.131, -0.522)
C (1.264, -2.864, -2.870)
C (1.096, -1.377, -2.576)
H (0.087, -5.376, -0.953)
H (0.230, -5.284, -2.678)
H (0.725, -3.206, -3.759)
H (2.323, -3.092, -3.015)
H (0.046, -1.094, -2.653)
H (1.690, -0.763, -3.252)
O (2.369, 0.754, -1.145)
N (3.698, 0.919, -1.203)
C (4.150, 2.188, -1.103)
C (5.472, 2.475, -1.275)
C (6.358, 1.425, -1.551)
C (5.885, 0.141, -1.594)
C (4.523, -0.134, -1.376)
S (3.891, -1.719, -1.273)
H (3.380, 2.916, -0.898)
H (5.808, 3.497, -1.190)
H (7.408, 1.623, -1.712)
H (6.541, -0.700, -1.769)
C (-0.915, 1.190, -1.647)
C (-1.171, 0.125, -0.638)
N (-0.241, -0.565, -0.012)
C (-0.878, -1.382, 0.900)
C (-2.214, -1.185, 0.813)
N (-2.391, -0.218, -0.161)
C (-3.666, 0.321, -0.583)
N (-4.416, 0.819, 0.534)
N (-5.619, 0.273, 0.842)
N (-6.079, 0.825, 1.894)
C (-5.163, 1.762, 2.333)
C (-5.192, 2.616, 3.439)
C (-4.105, 3.436, 3.625)
C (-3.005, 3.417, 2.740)
C (-2.965, 2.585, 1.645)
C (-4.079, 1.760, 1.461)
H (0.161, 1.280, -1.778)
H (-1.309, 2.152, -1.313)
H (-1.365, 0.958, -2.614)
H (-0.327, -2.042, 1.545)
H (-3.040, -1.604, 1.360)
H (-4.279, -0.450, -1.046)
H (-3.476, 1.113, -1.307)
H (-6.037, 2.619, 4.113)
H (-4.080, 4.108, 4.472)
H (-2.167, 4.073, 2.933)
H (-2.108, 2.564, 0.985)
N (2.262, -1.045, 1.404)
C (2.285, -1.312, 2.541)
N (2.405, -1.547, 3.779)
C (1.542, -1.963, 4.664)
N (0.831, -2.323, 5.508)

---

Record 2
Molecular formula: C21H21N3O4S
Method: DFT, the ωB97M-V functional and the def2-TZVPD basis

Values from the calculation:
* energy relative to the best compared isomer or geometry (same formula, charge and spin): 2043.6 kJ/mol
* Kohn-Sham gap: 8.681 eV
* charge: 0
* HOMO: -8.427 eV

CARTESIAN COORDINATES (ANGSTROEM)
C (-7.357, -1.610, 0.120)
C (-5.823, -1.257, 0.176)
N (-4.958, -1.941, 0.750)
O (-3.856, -1.461, 0.718)
C (-3.994, -0.421, -0.036)
C (-5.382, -0.159, -0.218)
H (-5.856, 0.623, -0.627)
C (-2.863, 0.608, -0.156)
C (-1.645, 0.142, 0.272)
C (-0.437, 0.870, 0.216)
C (-0.597, 2.395, -0.298)
C (-1.901, 2.750, -0.809)
C (-2.904, 1.691, -0.684)
H (-3.862, 2.349, -0.843)
H (-1.904, 3.628, -1.250)
C (0.620, 3.024, -0.318)
C (0.780, 3.861, 0.796)
H (1.559, 4.637, 0.720)
H (0.963, 3.566, 1.602)
H (-0.193, 4.666, 0.916)
H (1.518, 2.400, -0.479)
C (0.617, 3.909, -1.616)
H (0.560, 3.251, -2.550)
H (1.649, 4.324, -1.722)
H (-0.014, 4.773, -2.047)
S (1.146, 0.241, 0.821)
O (1.699, 0.932, 1.750)
O (0.868, -0.963, 1.240)
N (1.978, 0.135, -0.462)
C (3.350, -0.400, -0.124)
C (4.294, 0.566, 0.312)
C (5.462, -0.112, 0.636)
C (5.764, -1.402, 0.633)
C (4.740, -2.395, 0.050)
C (3.511, -1.801, -0.321)
N (2.573, -2.344, -0.792)
C (1.421, -2.069, -1.571)
O (0.478, -2.769, -1.472)
C (1.414, -0.527, -1.630)
H (0.298, -0.076, -1.687)
H (2.078, -0.461, -2.408)
H (2.449, -3.470, -0.419)
H (4.837, -3.372, 0.005)
H (6.627, -2.005, 0.954)
H (6.143, 0.612, 1.125)
H (4.224, 1.439, 0.482)
H (-1.395, -0.979, 0.829)
H (-7.903, -1.010, 0.558)
H (-7.652, -1.560, -1.122)
H (-7.714, -2.513, 0.542)

---

Record 3
Molecular formula: C21H21N3O4S
Method: DFT, the ωB97M-V functional and the def2-TZVPD basis

Values from the calculation:
* energy relative to the best compared isomer or geometry (same formula, charge and spin): 2054.2 kJ/mol
* Kohn-Sham gap: 8.004 eV
* charge: 0
* HOMO: -8.634 eV

CARTESIAN COORDINATES (ANGSTROEM)
C (1.862, -2.114, -2.112)
H (1.419, -2.728, -2.930)
H (2.988, -2.399, -2.131)
H (1.886, -1.103, -2.547)
O (1.269, -2.419, -1.058)
C (-0.094, -1.946, -0.666)
C (-0.938, -1.415, -1.531)
C (-2.163, -0.889, -1.503)
C (-2.680, -1.078, -0.200)
C (-1.806, -1.737, 0.864)
C (-0.612, -1.864, 0.589)
H (-0.018, -2.423, 1.208)
H (-2.238, -2.027, 1.743)
S (-4.264, -0.506, 0.329)
O (-5.042, -1.730, 0.658)
O (-4.897, 0.126, -0.682)
N (-4.025, 0.255, 1.680)
H (-4.895, 0.260, 2.321)
C (-3.661, 1.907, 1.221)
C (-2.415, 1.884, 0.810)
C (-2.223, 2.183, -0.724)
C (-1.030, 2.195, -1.030)
C (0.160, 1.792, -0.359)
C (-0.102, 1.397, 1.095)
C (-1.307, 1.597, 1.223)
H (-1.387, 1.166, 2.484)
H (0.789, 0.800, 1.527)
C (1.528, 1.655, -1.102)
O (1.524, 1.036, -2.096)
N (2.592, 1.779, -0.233)
H (2.421, 2.283, 0.576)
C (3.889, 1.561, -0.851)
C (4.629, 0.581, 0.141)
C (3.914, -0.753, 0.469)
C (4.570, -1.627, 1.267)
C (5.952, -1.090, 1.678)
N (6.575, -0.181, 1.124)
C (5.907, 0.721, 0.826)
H (6.455, 1.633, 0.319)
H (6.361, -1.861, 2.341)
H (4.197, -2.554, 1.722)
H (2.780, -0.730, 0.413)
H (4.390, 2.479, -0.663)
H (3.813, 1.106, -1.739)
H (-0.849, 2.403, -2.296)
H (-2.856, 2.432, -1.253)
H (-3.724, 2.287, 2.243)
H (-4.363, 2.042, 0.602)
H (-2.758, -0.363, -2.220)
H (-0.606, -1.049, -2.643)

---

Record 4
Molecular formula: C21H21N5O4S4SbW
Method: DFT, the ωB97M-V functional and the def2-TZVPD basis

Values from the calculation:
* energy relative to the best compared isomer or geometry (same formula, charge and spin): 82.2 kJ/mol
* Kohn-Sham gap (alpha / beta): 5.956 / 5.989 eV
* spin multiplicity: 2
* charge: 0
* HOMO (alpha / beta): -7.395 / -7.934 eV

CARTESIAN COORDINATES (ANGSTROEM)
W (-1.164, 1.061, 1.141)
O (-4.794, 0.425, -0.841)
C (-3.661, 0.697, -0.537)
O (-3.240, 1.064, 0.645)
C (-2.572, 0.765, -1.579)
C (-2.846, 0.415, -2.904)
C (-1.863, 0.569, -3.835)
C (-0.625, 1.121, -3.449)
C (0.402, 1.374, -4.396)
C (1.570, 1.951, -4.009)
C (1.766, 2.297, -2.653)
C (0.811, 2.047, -1.717)
C (-0.416, 1.448, -2.092)
N (-1.402, 1.215, -1.161)
H (-3.833, 0.039, -3.129)
H (-2.022, 0.299, -4.872)
H (0.226, 1.109, -5.431)
H (2.348, 2.148, -4.734)
H (2.701, 2.746, -2.346)
H (0.989, 2.289, -0.682)
S (0.288, -1.730, 4.290)
Sb (-1.672, -1.385, 3.308)
S (-2.073, 1.163, 3.188)
S (-1.184, -1.202, 0.795)
C (-1.051, 5.479, 1.815)
C (-0.802, 4.020, 1.617)
N (-1.651, 3.202, 1.017)
O (-2.771, 3.762, 0.474)
C (0.325, 3.312, 2.099)
C (1.256, 3.716, 3.180)
N (0.473, 2.133, 1.432)
O (0.609, 0.879, 2.023)
H (-1.789, 5.842, 1.106)
H (-0.128, 6.045, 1.696)
H (-1.431, 5.658, 2.823)
H (-3.392, 3.006, 0.469)
H (0.958, 4.661, 3.627)
H (2.278, 3.802, 2.805)
H (1.259, 2.941, 3.951)
N (1.593, -2.763, -1.591)
C (2.028, -2.143, -0.473)
S (2.535, -0.555, -0.483)
N (2.051, -2.877, 0.666)
C (1.728, -4.250, 0.805)
C (0.897, -4.644, 1.848)
C (0.600, -5.987, 2.023)
C (1.112, -6.940, 1.154)
C (1.946, -6.544, 0.119)
C (2.269, -5.205, -0.051)
H (1.485, -2.175, -2.398)
H (1.074, -3.625, -1.537)
H (2.144, -2.327, 1.509)
H (0.505, -3.896, 2.526)
H (-0.042, -6.286, 2.842)
H (0.871, -7.986, 1.288)
H (2.369, -7.282, -0.551)
H (2.952, -4.901, -0.833)

---

Record 5
Molecular formula: C21H21N6OS2Zn
Method: DFT, the ωB97M-V functional and the def2-TZVPD basis

Values from the calculation:
* energy relative to the best compared isomer or geometry (same formula, charge and spin): 0.0 kJ/mol
* Kohn-Sham gap: 7.103 eV
* charge: +1
* HOMO: -11.003 eV

CARTESIAN COORDINATES (ANGSTROEM)
Zn (-0.063, 1.993, 0.760)
C (-3.628, 5.946, -0.437)
S (-3.706, 4.773, 0.942)
C (-2.123, 4.085, 0.919)
S (-1.807, 2.894, 2.129)
N (-1.264, 4.543, 0.032)
N (-0.159, 3.823, -0.116)
C (0.901, 4.246, -0.690)
C (1.980, 3.278, -0.859)
C (3.127, 3.597, -1.576)
C (4.093, 2.625, -1.774)
C (3.884, 1.355, -1.256)
C (2.727, 1.113, -0.537)
N (1.803, 2.050, -0.329)
H (-4.567, 6.493, -0.423)
H (-3.517, 5.408, -1.373)
H (-2.793, 6.622, -0.284)
H (0.996, 5.258, -1.071)
H (3.237, 4.593, -1.981)
H (4.993, 2.857, -2.326)
H (4.607, 0.565, -1.397)
H (2.533, 0.136, -0.112)
C (2.724, -4.266, -1.995)
C (1.883, -3.985, -0.781)
C (2.458, -3.645, 0.439)
C (1.679, -3.376, 1.550)
C (0.289, -3.445, 1.484)
N (-0.412, -3.188, 2.690)
C (-1.740, -3.053, 2.999)
O (-2.166, -3.255, 4.111)
N (-2.607, -2.606, 1.986)
C (-2.394, -1.592, 1.072)
C (-3.305, -1.378, 0.034)
C (-3.065, -0.376, -0.884)
C (-1.938, 0.413, -0.745)
N (-1.078, 0.233, 0.263)
C (-1.291, -0.745, 1.144)
C (-0.296, -3.809, 0.275)
C (0.496, -4.064, -0.834)
H (3.753, -4.487, -1.717)
H (2.734, -3.403, -2.665)
H (2.329, -5.112, -2.557)
H (3.537, -3.604, 0.527)
H (2.155, -3.124, 2.492)
H (0.129, -3.378, 3.520)
H (-3.568, -2.843, 2.184)
H (-4.184, -2.005, -0.050)
H (-3.748, -0.205, -1.704)
H (-1.717, 1.208, -1.446)
H (-0.565, -0.859, 1.939)
H (-1.361, -3.948, 0.189)
H (0.015, -4.355, -1.761)

---

Record 6
Molecular formula: C21H21N7S
Method: DFT, the ωB97M-V functional and the def2-TZVPD basis

Values from the calculation:
* energy relative to the best compared isomer or geometry (same formula, charge and spin): 0.0 kJ/mol
* SMILES string: CCN(CC)c1nc(N)c2c(N)n(-c3ccccc3C)c(=S)c(C#N)c2c1C#N
* Kohn-Sham gap: 7.256 eV
* charge: 0
* HOMO: -7.493 eV

CARTESIAN COORDINATES (ANGSTROEM)
C (0.185, 4.884, -2.808)
C (1.343, 3.925, -2.545)
N (1.415, 3.481, -1.170)
C (1.967, 4.419, -0.208)
C (0.911, 4.918, 0.775)
C (1.098, 2.241, -0.748)
N (1.559, 1.946, 0.490)
C (1.328, 0.788, 1.048)
N (1.824, 0.644, 2.332)
C (0.607, -0.257, 0.404)
C (0.202, -1.452, 1.024)
N (0.350, -1.658, 2.358)
N (-0.359, -2.430, 0.296)
C (-0.788, -3.637, 0.941)
C (0.158, -4.602, 1.259)
C (-0.237, -5.769, 1.887)
C (-1.572, -5.959, 2.200)
C (-2.507, -4.989, 1.885)
C (-2.137, -3.810, 1.253)
C (-3.147, -2.772, 0.879)
C (-0.533, -2.357, -1.090)
S (-1.053, -3.719, -1.880)
C (-0.274, -1.111, -1.701)
C (-0.437, -1.048, -3.098)
N (-0.502, -1.058, -4.244)
C (0.233, -0.030, -0.963)
C (0.391, 1.278, -1.499)
C (-0.349, 1.620, -2.642)
N (-1.069, 1.953, -3.476)
H (0.271, 5.776, -2.191)
H (0.195, 5.181, -3.852)
H (-0.764, 4.396, -2.603)
H (2.289, 4.426, -2.780)
H (1.256, 3.058, -3.199)
H (2.771, 3.926, 0.346)
H (2.384, 5.260, -0.763)
H (0.529, 4.086, 1.360)
H (0.083, 5.382, 0.247)
H (1.351, 5.648, 1.450)
H (2.311, -0.222, 2.513)
H (2.364, 1.458, 2.599)
H (0.428, -0.837, 2.939)
H (-0.118, -2.463, 2.747)
H (1.191, -4.438, 0.990)
H (0.494, -6.526, 2.122)
H (-1.888, -6.871, 2.684)
H (-3.548, -5.149, 2.124)
H (-2.823, -1.773, 1.169)
H (-3.281, -2.776, -0.204)
H (-4.106, -2.982, 1.345)

---

Record 7
Molecular formula: C21H21NO2PPtTe4
Method: DFT, the ωB97M-V functional and the def2-TZVPD basis

Values from the calculation:
* energy relative to the best compared isomer or geometry (same formula, charge and spin): 0.0 kJ/mol
* Kohn-Sham gap (alpha / beta): 4.362 / 5.360 eV
* spin multiplicity: 3
* charge: -1
* HOMO (alpha / beta): -2.080 / -3.084 eV

CARTESIAN COORDINATES (ANGSTROEM)
Pt (-2.244, 2.269, -0.672)
N (0.645, 4.912, 1.689)
C (-0.236, 4.050, 1.080)
O (-0.346, 4.038, -0.129)
C (-0.971, 3.134, 2.042)
C (-2.137, 2.318, 1.466)
H (1.107, 5.596, 1.116)
H (0.635, 5.046, 2.682)
H (-1.309, 3.769, 2.868)
H (-0.198, 2.470, 2.444)
H (-3.054, 2.569, 1.999)
H (-1.958, 1.254, 1.643)
Te (-4.124, 4.025, -0.387)
Te (-4.974, 4.391, -2.966)
Te (-4.908, 1.762, -3.663)
Te (-2.469, 0.889, -2.807)
O (0.022, 0.975, -0.330)
P (0.403, -0.466, -0.280)
C (0.269, -1.344, -1.848)
C (0.869, -0.730, -2.949)
C (0.831, -1.334, -4.193)
C (0.202, -2.564, -4.346)
C (-0.376, -3.187, -3.251)
C (-0.339, -2.585, -2.002)
C (-0.586, -1.381, 0.926)
C (-0.062, -1.839, 2.133)
C (-0.899, -2.379, 3.099)
C (-2.266, -2.450, 2.873)
C (-2.798, -1.974, 1.681)
C (-1.965, -1.437, 0.713)
C (2.142, -0.658, 0.168)
C (2.896, 0.488, 0.383)
C (4.246, 0.383, 0.697)
C (4.843, -0.864, 0.797)
C (4.092, -2.013, 0.573)
C (2.749, -1.911, 0.253)
H (1.329, 0.243, -2.820)
H (1.277, -0.846, -5.049)
H (0.150, -3.026, -5.323)
H (-0.872, -4.142, -3.374)
H (-0.807, -3.065, -1.152)
H (1.002, -1.768, 2.320)
H (-0.486, -2.729, 4.036)
H (-2.918, -2.860, 3.635)
H (-3.867, -1.999, 1.513)
H (-2.391, -1.029, -0.199)
H (2.407, 1.453, 0.304)
H (4.835, 1.276, 0.864)
H (5.893, -0.945, 1.045)
H (4.561, -2.987, 0.639)
H (2.158, -2.800, 0.059)

---

Record 8
Molecular formula: C21H21NO4
Method: DFT, the ωB97M-V functional and the def2-TZVPD basis

Values from the calculation:
* energy relative to the best compared isomer or geometry (same formula, charge and spin): 0.0 kJ/mol
* SMILES string: Cc1cccc(C[C@@H]2CC(=O)N(CCc3ccc4c(c3)OCO4)C2=O)c1
* Kohn-Sham gap: 8.862 eV
* charge: 0
* HOMO: -8.104 eV

CARTESIAN COORDINATES (ANGSTROEM)
C (5.054, -0.061, 0.551)
C (3.559, 0.033, 0.508)
C (2.936, 0.945, -0.335)
C (1.557, 1.027, -0.383)
C (0.780, 0.197, 0.405)
C (1.381, -0.734, 1.241)
C (0.554, -1.695, 2.049)
C (-0.126, -2.776, 1.172)
C (0.666, -3.152, -0.075)
C (-0.085, -2.499, -1.212)
O (0.263, -2.384, -2.356)
N (-1.314, -2.082, -0.728)
C (-2.325, -1.614, -1.665)
C (-3.328, -0.607, -1.098)
C (-2.698, 0.669, -0.611)
C (-2.776, 1.018, 0.729)
C (-2.215, 2.194, 1.223)
C (-1.574, 3.006, 0.321)
C (-1.495, 2.666, -1.030)
C (-2.048, 1.511, -1.521)
O (-0.805, 3.643, -1.703)
C (-0.448, 4.602, -0.732)
O (-0.940, 4.204, 0.528)
C (-1.452, -2.263, 0.628)
O (-2.446, -2.057, 1.276)
C (2.768, -0.803, 1.283)
H (5.425, -0.530, -0.361)
H (5.498, 0.930, 0.618)
H (5.385, -0.653, 1.400)
H (3.538, 1.594, -0.955)
H (1.084, 1.735, -1.046)
H (-0.295, 0.275, 0.375)
H (-0.228, -1.161, 2.594)
H (1.195, -2.193, 2.778)
H (-0.340, -3.637, 1.810)
H (0.666, -4.229, -0.252)
H (1.701, -2.816, -0.059)
H (-2.875, -2.488, -2.034)
H (-1.771, -1.182, -2.503)
H (-4.028, -0.378, -1.906)
H (-3.882, -1.071, -0.284)
H (-3.272, 0.348, 1.415)
H (-2.277, 2.456, 2.266)
H (-1.981, 1.268, -2.568)
H (-0.878, 5.579, -1.005)
H (0.650, 4.690, -0.687)
H (3.243, -1.523, 1.936)

---

| no. | DFT total energy (eV) |
| --- | --- |
| 1 | -54956.179 |
| 2 | -45593.715 |
| 3 | -45593.604 |
| 4 | -89463.827 |
| 5 | -103190.559 |
| 6 | -43384.507 |
| 7 | -69414.658 |
| 8 | -31799.047 |